Below is 2 unconnected molecules or ions with the total composition CH3O4S, with properties calculated with ωB97M-V with the def2-TZVPD basis set.

Calculated values
HOMO-LUMO gap ... 8.7304 eV
Lowest unoccupied orbital energy ... 4.03 eV
ΔE to the lowest compared entry with this formula, charge and spin ... 160.0 kJ/mol

ORCA input file:
```
! RIJCOSX wB97M-V def2-TZVPD def2/J DEFGRID3
* xyz -1 1
C -1.45 0.68 -0.72
O 1.67 -1.91 1.52
O 1.77 0.60 0.49
O -2.64 0.54 -0.63
O -0.01 -1.17 -0.04
S 0.74 -0.79 1.20
H -0.73 1.20 0.18
H -0.88 0.31 -1.63
H 1.53 0.55 -0.36
*
```

Electronic structure analysis, Mulliken charges in units of e: number 1, C, carries 0.132; number 2, O, carries -0.582; number 3, O, carries -0.604; number 4, O, carries -0.481; number 5, O, carries -0.611; number 6, S, carries 0.561; number 7, H, carries 0.117; number 8, H, carries 0.188; number 9, H, carries 0.280


Below is a molecular structure, CH3O4S, with properties calculated with ωB97M-V with the def2-TZVPD basis set.

Calculated values
HOMO-LUMO gap ... 6.7492 eV
Lowest unoccupied orbital energy ... 3.69 eV
ΔE to the lowest compared entry with this formula, charge and spin ... 294.9 kJ/mol

ORCA input file:
```
! RIJCOSX wB97M-V def2-TZVPD def2/J DEFGRID3
* xyz -1 1
C 1.66 1.19 -0.16
O -0.62 -1.10 -1.28
O -1.50 -1.28 1.13
O 1.53 0.96 -1.27
O 2.07 1.54 0.86
S -0.20 -1.59 0.17
H -0.89 0.85 0.19
H -1.30 -0.36 1.21
H -0.75 -0.21 -0.86
*
```

Electronic structure analysis, Mulliken charges in units of e: number 1, C, carries 0.418; number 2, O, carries -0.458; number 3, O, carries -0.351; number 4, O, carries -0.234; number 5, O, carries -0.297; number 6, S, carries -0.221; number 7, H, carries 0.019; number 8, H, carries 0.251; number 9, H, carries -0.127


Below is 2 unconnected molecules or ions with the total composition CH3O4S, with properties calculated with ωB97M-V with the def2-TZVPD basis set.

Calculated values
HOMO-LUMO gap (spin up / spin down) ... 7.3215 / 4.7425 eV
Lowest unoccupied orbital energy (spin up / spin down) ... 3.53 / 0.46 eV
ΔE to the lowest compared entry with this formula, charge and spin ... 12.5 kJ/mol

ORCA input file:
```
! RIJCOSX wB97M-V def2-TZVPD def2/J DEFGRID3
* xyz -1 3
C 1.66 0.61 -0.07
O -2.92 1.09 1.11
O -2.72 -1.18 0.29
O -2.94 0.86 -1.26
O 2.61 1.31 0.02
S -3.56 0.35 0.01
H 1.84 -0.46 -0.12
H 0.68 1.07 -0.13
H -1.90 -1.07 -0.28
*
```

Electronic structure analysis, Mulliken charges in units of e: number 1, C, carries -0.365; number 2, O, carries -0.576; number 3, O, carries -0.536; number 4, O, carries -0.632; number 5, O, carries -0.232; number 6, S, carries 0.474; number 7, H, carries 0.264; number 8, H, carries 0.332; number 9, H, carries 0.271


Below is 2 unconnected molecules or ions with the total composition CH3O4S2, with properties calculated with ωB97M-V with the def2-TZVPD basis set.

Calculated values
HOMO-LUMO gap ... 8.2776 eV
Lowest unoccupied orbital energy ... 3.68 eV
ΔE to the lowest compared entry with this formula, charge and spin ... 15.4 kJ/mol

ORCA input file:
```
! RIJCOSX wB97M-V def2-TZVPD def2/J DEFGRID3
* xyz -1 1
C -1.89 0.67 -0.41
O 1.10 -0.78 1.45
O 3.11 -0.06 0.39
O 1.26 -0.69 -1.10
O -1.02 0.40 -1.25
S -1.97 0.13 1.19
S 1.73 0.14 0.21
H -2.79 1.31 -0.52
H 0.08 -0.60 1.42
H 0.38 -0.51 -1.37
*
```

Electronic structure analysis, Mulliken charges in units of e: number 1, C, carries 0.045; number 2, O, carries -0.425; number 3, O, carries -0.559; number 4, O, carries -0.495; number 5, O, carries -0.674; number 6, S, carries -0.543; number 7, S, carries 0.645; number 8, H, carries 0.255; number 9, H, carries 0.219; number 10, H, carries 0.532


Below is a gas-phase ion, CH3O4S2 (charge -1), with properties calculated with ωB97M-V with the def2-TZVPD basis set.

Calculated values
HOMO-LUMO gap ... 8.1474 eV
Lowest unoccupied orbital energy ... 3.54 eV
ΔE to the lowest compared entry with this formula, charge and spin ... 164.9 kJ/mol

ORCA input file:
```
! RIJCOSX wB97M-V def2-TZVPD def2/J DEFGRID3
* xyz -1 1
C -0.25 -0.27 0.42
O 1.89 1.55 0.78
O 1.51 -2.16 -0.34
O 4.00 0.16 0.53
O 2.67 0.39 -1.51
S 1.41 -1.09 0.68
S 2.74 0.42 -0.06
H -0.07 0.80 0.83
H -1.03 -0.65 1.10
H -0.67 -0.38 -0.61
*
```

Electronic structure analysis, Mulliken charges in units of e: number 1, C, carries -0.792; number 2, O, carries -0.703; number 3, O, carries -0.631; number 4, O, carries -0.559; number 5, O, carries -0.582; number 6, S, carries 0.386; number 7, S, carries 1.005; number 8, H, carries 0.299; number 9, H, carries 0.315; number 10, H, carries 0.261


Below is 2 unconnected molecules or ions with the total composition CH3O4Si, with properties calculated with ωB97M-V with the def2-TZVPD basis set.

Calculated values
HOMO-LUMO gap ... 8.2706 eV
Lowest unoccupied orbital energy ... 3.94 eV
ΔE to the lowest compared entry with this formula, charge and spin ... 287.2 kJ/mol

ORCA input file:
```
! RIJCOSX wB97M-V def2-TZVPD def2/J DEFGRID3
* xyz -1 1
C -0.37 -0.58 -1.27
O -1.91 -1.29 0.66
O 0.45 -1.02 -2.02
O 0.02 0.79 -0.61
O 1.61 2.81 0.50
Si 1.09 1.38 0.36
H -1.13 -1.39 1.28
H -1.42 -0.83 -0.14
H 1.65 0.12 1.25
*
```

Electronic structure analysis, Mulliken charges in units of e: number 1, C, carries -0.411; number 2, O, carries -0.757; number 3, O, carries -0.413; number 4, O, carries 0.033; number 5, O, carries -0.653; number 6, Si, carries 0.379; number 7, H, carries 0.272; number 8, H, carries 0.633; number 9, H, carries -0.084


Below is a gas-phase ion, CH3O4Si (charge -1), with properties calculated with ωB97M-V with the def2-TZVPD basis set.

Calculated values
HOMO-LUMO gap ... 8.5790 eV
Lowest unoccupied orbital energy ... 3.84 eV
ΔE to the lowest compared entry with this formula, charge and spin ... 177.9 kJ/mol
SMILES ... O=C(O)[Si@H]([O-])O

ORCA input file:
```
! RIJCOSX wB97M-V def2-TZVPD def2/J DEFGRID3
* xyz -1 1
O -1.96 -0.70 1.27
C -1.10 -0.13 0.65
O -1.72 0.61 -0.56
Si 0.86 0.18 0.53
O 0.99 1.72 0.75
O 0.70 -0.45 -1.15
H -1.08 0.55 -1.13
H 1.70 -0.93 1.04
H 1.60 -0.84 -1.40
*
```

Electronic structure analysis, Mulliken charges in units of e: number 1, O, carries -0.538; number 2, C, carries 0.438; number 3, O, carries -0.483; number 4, Si, carries 0.501; number 5, O, carries -0.646; number 6, O, carries -0.668; number 7, H, carries 0.354; number 8, H, carries -0.206; number 9, H, carries 0.249


Below is a single CH3OP molecule, with properties calculated with ωB97M-V with the def2-TZVPD basis set.

Calculated values
HOMO-LUMO gap ... 8.9846 eV
Lowest unoccupied orbital energy ... -0.39 eV
ΔE to the lowest compared entry with this formula, charge and spin ... 252.8 kJ/mol

ORCA input file:
```
! RIJCOSX wB97M-V def2-TZVPD def2/J DEFGRID3
* xyz 0 1
C -0.62 -0.03 -0.41
O 1.01 0.94 0.02
P 1.01 -0.64 -0.02
H -1.12 0.23 0.51
H -0.76 0.25 -1.48
H 0.48 -0.76 1.37
*
```

Electronic structure analysis, Mulliken charges in units of e: number 1, C, carries -0.353; number 2, O, carries -0.373; number 3, P, carries 0.129; number 4, H, carries 0.321; number 5, H, carries 0.281; number 6, H, carries -0.005


Below is a single CH3OPS molecule, with properties calculated with ωB97M-V with the def2-TZVPD basis set.

Calculated values
HOMO-LUMO gap (spin up / spin down) ... 7.0271 / 5.9440 eV
Lowest unoccupied orbital energy (spin up / spin down) ... -1.01 / -2.32 eV
ΔE to the lowest compared entry with this formula, charge and spin ... 427.9 kJ/mol

ORCA input file:
```
! RIJCOSX wB97M-V def2-TZVPD def2/J DEFGRID3
* xyz 0 1
C 1.47 -0.35 -0.12
O -1.68 -0.29 -0.09
P -0.04 0.52 -0.56
S -3.21 0.10 0.00
H 1.82 -1.10 -0.86
H 1.87 -0.11 0.97
H -0.22 1.23 0.66
*
```

Electronic structure analysis, Mulliken charges in units of e: number 1, C, carries -0.520; number 2, O, carries -0.299; number 3, P, carries 0.241; number 4, S, carries -0.034; number 5, H, carries 0.313; number 6, H, carries 0.262; number 7, H, carries 0.037


Below is 2 unconnected molecules or ions with the total composition CH3OS, with properties calculated with ωB97M-V with the def2-TZVPD basis set.

Calculated values
HOMO-LUMO gap ... 7.1144 eV
Lowest unoccupied orbital energy ... 4.30 eV
ΔE to the lowest compared entry with this formula, charge and spin ... 24.6 kJ/mol

ORCA input file:
```
! RIJCOSX wB97M-V def2-TZVPD def2/J DEFGRID3
* xyz -1 1
S -0.09 -1.06 -1.48
H 0.38 -1.44 -2.67
O 0.00 1.62 1.71
C -0.05 0.58 1.02
H 0.85 0.31 0.43
H -1.08 -0.02 0.98
*
```

Electronic structure analysis, Mulliken charges in units of e: number 1, S, carries -0.838; number 2, H, carries -0.064; number 3, O, carries -0.513; number 4, C, carries -0.016; number 5, H, carries 0.223; number 6, H, carries 0.207


Below is 2 unconnected molecules or ions with the total composition CH3OS, with properties calculated with ωB97M-V with the def2-TZVPD basis set.

Calculated values
HOMO-LUMO gap ... 7.0316 eV
Lowest unoccupied orbital energy ... 4.25 eV
ΔE to the lowest compared entry with this formula, charge and spin ... 6.9 kJ/mol

ORCA input file:
```
! RIJCOSX wB97M-V def2-TZVPD def2/J DEFGRID3
* xyz -1 1
S -0.75 1.96 -0.38
H 0.43 2.38 -0.95
O 0.94 -1.74 0.89
C 0.04 -1.13 0.36
H -0.80 -0.58 0.81
H 0.13 -0.90 -0.72
*
```

Electronic structure analysis, Mulliken charges in units of e: number 1, S, carries -0.877; number 2, H, carries -0.044; number 3, O, carries -0.485; number 4, C, carries 0.018; number 5, H, carries 0.180; number 6, H, carries 0.209


Below is a molecular structure, CH3PS, with properties calculated with ωB97M-V with the def2-TZVPD basis set.

Calculated values
HOMO-LUMO gap ... 9.3679 eV
Lowest unoccupied orbital energy ... 0.40 eV
ΔE to the lowest compared entry with this formula, charge and spin ... 80.5 kJ/mol

ORCA input file:
```
! RIJCOSX wB97M-V def2-TZVPD def2/J DEFGRID3
* xyz 0 1
C 0.24 -0.45 -0.42
P -0.55 1.17 -0.07
S -1.46 -0.66 0.18
H 0.42 -0.74 -1.45
H 1.00 -0.83 0.26
H 0.35 1.51 1.49
*
```

Electronic structure analysis, Mulliken charges in units of e: number 1, C, carries -0.430; number 2, P, carries -0.053; number 3, S, carries -0.138; number 4, H, carries 0.295; number 5, H, carries 0.306; number 6, H, carries 0.020